49
Properties=species:S:1:pos:R:3:forces:R:3 method="wB97M-V/def2-TZVPD" e_tot_ev=-33659.6246 relative_energy_kj_mol=392.80 smiles="N#Cc1ccc(-c2ccc(C[C@@H](C#N)NC(=O)[C@@H]3CNCCCO3)cc2)cn1" gap_ev=8.739 e_homo_ev=-9.0 largest_force_ha_per_bohr=0.1023
N -5.7316 8.4162 -3.4181 1.670 -3.476 0.163
C -5.1567 7.3855 -3.3586 -1.605 3.136 -0.451
C -4.2826 6.2264 -3.2728 -0.270 -0.989 0.260
C -4.4666 5.0157 -3.9223 -0.706 -0.873 -1.790
C -3.5595 3.9349 -3.8587 -0.988 3.671 1.557
C -2.5257 4.1352 -2.9612 0.695 -2.377 0.502
C -1.6552 2.9359 -2.5549 0.099 3.648 -0.735
C -2.1408 1.6819 -2.6383 1.302 -2.138 -0.067
C -1.2099 0.6841 -2.2165 -0.998 -0.710 0.466
C 0.0267 0.9183 -1.5534 -0.176 1.986 -1.577
C 0.8202 -0.1437 -0.8936 -0.891 -2.256 0.039
C 1.4905 0.2669 0.4182 -1.276 0.841 0.460
C 0.7412 1.1639 1.3420 -0.837 3.562 3.778
N 0.4955 1.8372 2.2979 0.527 -2.684 -4.147
N 1.6550 -0.8336 1.2995 2.301 -3.277 2.085
C 2.8108 -1.6168 1.5581 -1.565 0.200 -4.004
O 3.7632 -1.4941 0.8118 0.909 0.494 0.991
C 2.6153 -2.9625 2.2590 -1.686 1.412 2.001
C 2.3400 -4.0545 1.2657 -1.038 -1.409 -0.329
N 2.5767 -5.3980 1.8257 0.992 -0.290 1.531
C 1.8776 -5.9254 3.0712 -2.241 1.124 -1.251
C 1.9876 -5.0239 4.3490 -0.287 0.921 -2.115
C 1.2516 -3.6366 4.2857 -0.357 0.160 0.436
O 1.4121 -2.8048 3.1052 1.236 -0.734 -0.163
C 0.5067 2.2668 -1.5779 -1.519 0.306 0.362
C -0.3561 3.2265 -2.1008 -0.687 -2.694 0.268
C -2.4328 5.3321 -2.2742 -1.384 0.809 -1.079
N -3.2935 6.3526 -2.4286 2.038 0.134 1.045
H -5.3353 4.9115 -4.5648 0.040 0.047 -0.032
H -3.7481 3.0699 -4.4045 -0.103 -1.341 -0.757
H -3.1338 1.4295 -3.0811 1.056 0.132 0.662
H -1.6279 -0.3304 -2.3494 0.765 0.279 0.464
H 1.6839 -0.5753 -1.4813 -1.192 0.335 0.201
H 0.0251 -0.9628 -0.6907 1.702 0.874 -0.126
H 2.3643 0.8759 0.1754 0.507 -0.749 0.316
H 0.8619 -1.2819 1.7417 -0.366 0.727 -0.013
H 3.4781 -3.1220 2.8968 0.271 -0.277 -0.131
H 1.2676 -3.9944 0.9897 0.195 0.523 0.064
H 2.8888 -3.9120 0.3179 0.189 -0.279 0.664
H 2.5574 -6.1071 1.1104 -0.032 0.054 -0.024
H 2.2300 -6.8937 3.3774 0.888 -0.371 -0.361
H 0.8124 -6.1713 2.7488 0.666 0.644 0.781
H 1.7172 -5.5346 5.2704 -0.305 -0.119 -0.149
H 3.0508 -4.8964 4.3684 0.813 0.504 0.518
H 1.5271 -2.9969 5.2043 -0.431 -1.043 -1.260
H 0.1445 -3.8101 4.2468 0.920 0.034 0.566
H 1.3625 2.7209 -1.0335 -0.248 -1.093 -0.570
H -0.0660 4.2064 -2.0776 0.777 2.356 -0.018
H -1.6203 5.4882 -1.6240 0.629 0.265 0.968